# C40H112N8O14

A cluster of 12 separate species, C40H112N8O14 in total in a non-equilibrium geometry (the ωB97M-V functional and the def2-TZVPD basis, the OMol25 dataset).

XYZ file:
```
174
C40H112N8O14, DFT the ωB97M-V functional and the def2-TZVPD basis
C 0.341 3.261 -6.860
O -0.849 2.480 -6.631
H 0.158 3.894 -7.729
H 0.659 3.891 -6.028
H 1.133 2.534 -7.056
H -1.470 2.670 -7.336
C 3.923 -0.122 5.887
O 3.605 0.216 7.235
H 3.076 -0.500 5.319
H 4.283 0.758 5.337
H 4.683 -0.911 5.872
H 4.430 0.433 7.676
C -1.064 -3.201 -0.114
O -0.355 -2.373 -1.008
H -1.420 -4.134 -0.537
H -0.483 -3.372 0.797
H -1.970 -2.675 0.235
H 0.022 -1.596 -0.554
C 5.720 0.172 2.038
O 4.445 0.804 2.167
H 6.543 0.796 1.691
H 6.001 -0.288 3.001
H 5.585 -0.742 1.455
H 4.555 1.486 2.838
C 0.751 2.584 -3.212
O 1.282 2.493 -1.934
C 1.934 1.274 -1.736
C 2.210 0.809 -0.310
N 1.174 0.017 0.375
C 0.124 0.853 0.988
C -0.757 -0.051 1.809
O 0.024 -0.672 2.791
C 0.182 0.023 4.000
H 1.487 2.489 -4.035
H 0.324 3.580 -3.317
H 0.021 1.802 -3.476
H 2.952 1.307 -2.145
H 1.439 0.437 -2.259
H 2.454 1.720 0.266
H 3.083 0.164 -0.388
H 1.680 -0.330 1.191
H -0.394 1.490 0.278
H 0.654 1.435 1.760
H -1.177 -0.841 1.178
H -1.653 0.376 2.276
H -0.767 0.293 4.484
H 0.836 0.886 3.841
H 0.665 -0.615 4.745
C -4.494 0.757 1.049
O -4.105 0.090 2.221
C -5.025 -0.842 2.702
C -4.358 -1.719 3.735
N -3.186 -2.366 3.151
C -2.508 -3.248 4.060
C -1.383 -4.044 3.428
O -0.722 -4.735 4.442
C 0.010 -5.871 4.089
H -4.826 0.052 0.282
H -3.635 1.328 0.706
H -5.310 1.455 1.279
H -5.465 -1.477 1.915
H -5.899 -0.303 3.107
H -5.079 -2.470 4.060
H -4.105 -1.051 4.583
H -2.583 -1.638 2.789
H -3.140 -3.969 4.582
H -2.055 -2.643 4.877
H -0.710 -3.414 2.831
H -1.905 -4.697 2.701
H 0.485 -5.867 3.101
H -0.508 -6.816 4.279
H 0.871 -5.888 4.769
C -0.695 -4.509 -5.634
C -0.434 -3.610 -4.440
C -0.143 -2.158 -4.769
O 1.113 -2.041 -5.401
C 1.647 -0.748 -5.229
N -1.475 -3.728 -3.390
H -1.412 -4.083 -6.346
H -1.009 -5.503 -5.331
H 0.230 -4.620 -6.214
H 0.541 -3.858 -3.994
H -0.192 -1.554 -3.853
H -0.874 -1.688 -5.456
H 2.095 -0.643 -4.232
H 0.919 0.045 -5.463
H 2.452 -0.572 -5.954
H -1.040 -3.435 -2.510
H -2.173 -2.989 -3.526
C 0.594 2.846 6.110
C -0.001 4.216 5.839
C -0.792 4.272 4.535
O 0.132 4.177 3.456
C -0.431 4.398 2.167
N -0.861 4.599 6.994
H -0.078 2.123 6.570
H 1.443 2.987 6.791
H 1.117 2.432 5.248
H 0.816 4.942 5.771
H -1.287 5.252 4.453
H -1.539 3.467 4.461
H -1.067 3.533 1.904
H 0.390 4.286 1.444
H -0.872 5.382 1.993
H -1.369 3.800 7.340
H -1.422 5.420 6.844
C -5.408 6.645 -0.593
C -4.482 6.209 -1.720
C -5.088 5.160 -2.667
O -5.428 4.018 -1.947
C -5.324 2.875 -2.744
N -3.965 7.391 -2.408
H -5.535 5.860 0.156
H -6.405 6.900 -0.961
H -4.944 7.477 -0.067
H -3.681 5.651 -1.221
H -4.249 5.006 -3.372
H -5.916 5.569 -3.268
H -4.298 2.746 -3.103
H -5.903 2.935 -3.676
H -5.614 1.987 -2.189
H -4.671 7.742 -3.057
H -3.199 7.109 -3.024
C 5.514 4.087 -3.013
C 5.256 3.300 -1.761
C 5.819 1.897 -1.793
O 5.286 1.182 -2.876
C 5.833 -0.092 -3.111
N 5.805 3.950 -0.546
H 4.711 4.760 -3.312
H 5.719 3.458 -3.881
H 6.420 4.688 -2.866
H 4.169 3.263 -1.599
H 5.571 1.418 -0.831
H 6.914 1.904 -1.913
H 5.301 -0.558 -3.933
H 5.874 -0.690 -2.193
H 6.875 0.010 -3.467
H 5.272 4.797 -0.366
H 5.645 3.365 0.269
C -4.808 -4.237 -6.542
C -4.565 -3.768 -5.142
C -4.161 -2.295 -5.192
O -4.041 -1.741 -3.888
C -3.816 -0.361 -3.886
N -5.765 -3.881 -4.302
H -5.848 -4.152 -6.869
H -4.677 -5.331 -6.530
H -4.167 -3.881 -7.347
H -3.685 -4.256 -4.691
H -5.066 -1.822 -5.625
H -3.250 -2.126 -5.774
H -3.651 -0.013 -2.867
H -4.582 0.235 -4.397
H -2.885 -0.099 -4.427
H -5.439 -3.646 -3.352
H -5.939 -4.877 -4.114
C 3.993 -5.454 5.544
C 4.969 -4.898 4.511
C 4.351 -4.469 3.213
O 3.322 -3.570 3.465
C 2.602 -3.277 2.284
N 5.738 -3.770 5.069
H 3.193 -6.060 5.105
H 3.452 -4.646 6.043
H 4.541 -5.994 6.315
H 5.742 -5.628 4.253
H 3.984 -5.369 2.697
H 5.119 -3.978 2.603
H 2.225 -4.197 1.810
H 3.303 -2.831 1.561
H 1.760 -2.631 2.517
H 6.269 -4.063 5.880
H 5.141 -3.003 5.352
```

Results
Structure (SMILES): COC[C@H](C)N.COC[C@H](C)N.COC[C@H](C)N.COC[C@H](C)N.COC[C@H](C)N.COC[C@H](C)N.COCCNCCOC.COCCNCCOC.CO.CO.CO.CO
E_tot in eV: -83873.392
Frontier orbital gap in eV: 9.03

Atomic partial charges in e from the Löwdin method, atoms 1 to 2: -0.145 -0.138


# CH2ClN3S

A cluster of 2 separate species, CH2ClN3S in total in a non-equilibrium geometry (the ωB97M-V functional and the def2-TZVPD basis, the OMol25 dataset).

XYZ file:
```
8
CH2ClN3S, DFT the ωB97M-V functional and the def2-TZVPD basis
C 0.469 -0.678 -3.391
N 0.401 -0.502 -2.193
N 0.054 -0.187 -0.040
N -0.278 -0.765 -1.156
S 0.817 -0.681 -4.901
Cl -2.676 0.378 -2.396
H 0.718 0.582 0.012
H -0.603 -0.337 0.711
```

Results
Energy above the lowest of the compared OMol25 structures with the same formula, charge and spin in kcal per mole: 32.15
E_tot in eV: -28893.144
Frontier orbital gap (alpha / beta) in eV: 5.00 / 6.71

Atomic partial charges in e from the Löwdin method, atoms 1 to 2: -0.720 -0.023


# C23H30N6O2Ti

A structure of composition C23H30N6O2Ti (the ωB97M-V functional and the def2-TZVPD basis, the OMol25 dataset).

XYZ file:
```
62
C23H30N6O2Ti, DFT the ωB97M-V functional and the def2-TZVPD basis
Ti 0.024 0.733 -0.048
C -0.188 -1.220 -2.367
C 1.237 -1.186 -1.853
N 1.577 0.206 -1.372
C 2.895 0.187 -0.649
C 2.643 -0.419 0.703
C 3.581 -1.042 1.489
C 3.188 -1.508 2.744
C 1.874 -1.336 3.184
C 0.982 -0.704 2.353
C -0.451 -0.398 2.683
N -1.194 -0.285 1.384
C -1.454 -1.661 0.827
C -1.996 -1.528 -0.576
N -1.133 -0.584 -1.375
N 1.359 -0.274 1.120
H -0.483 -2.247 -2.580
H -0.265 -0.670 -3.306
H 1.927 -1.495 -2.639
H 1.370 -1.869 -1.015
H 1.678 0.808 -2.193
H 3.263 1.210 -0.547
H 3.637 -0.370 -1.221
H 4.598 -1.173 1.139
H 3.906 -2.016 3.379
H 1.562 -1.700 4.155
H -0.519 0.550 3.219
H -0.898 -1.165 3.315
H -2.100 0.149 1.573
H -2.156 -2.206 1.459
H -0.511 -2.207 0.834
H -3.006 -1.117 -0.556
H -2.057 -2.503 -1.058
H -1.790 -0.045 -1.930
O -0.607 6.479 3.535
C 0.512 5.696 3.827
C 0.502 4.524 2.910
C 1.488 3.529 2.959
C 1.423 2.469 2.100
N 0.445 2.332 1.152
C -0.486 3.339 1.071
C -0.489 4.405 1.928
C -1.345 3.258 -0.124
C -2.302 4.186 -0.448
C -2.884 4.176 -1.722
C -3.925 5.166 -2.124
O -4.137 5.021 -3.493
C -2.435 3.212 -2.640
C -1.520 2.282 -2.238
N -0.990 2.248 -0.981
H -0.649 7.252 4.114
H 0.530 5.327 4.862
H 1.465 6.226 3.678
H 2.306 3.585 3.668
H 2.177 1.700 2.150
H -1.223 5.194 1.854
H -2.580 4.953 0.264
H -3.607 6.172 -1.824
H -4.824 4.938 -1.527
H -4.731 5.706 -3.831
H -2.810 3.223 -3.655
H -1.163 1.544 -2.946
```

Results
Net charge: +4
E_tot in eV: -60451.656
Frontier orbital gap in eV: 5.83

Atomic partial charges in e from the Löwdin method, atoms 1 to 2: 1.312 -0.106


# C6H9N

The molecule C6H9N (the ωB97M-V functional and the def2-TZVPD basis, the OMol25 dataset).

XYZ file:
```
16
C6H9N, DFT the ωB97M-V functional and the def2-TZVPD basis
C 1.832 0.765 0.054
C 0.629 -0.102 -0.147
C -0.684 0.097 0.208
C -1.189 1.174 1.122
C -1.445 -0.936 -0.418
C -0.573 -1.751 -1.094
N 0.686 -1.227 -0.930
H 1.773 1.656 -0.583
H 2.758 0.240 -0.212
H 1.916 1.108 1.089
H -2.273 1.096 1.241
H -0.961 2.188 0.767
H -0.750 1.070 2.122
H -2.524 -1.034 -0.393
H -0.741 -2.657 -1.660
H 1.545 -1.687 -1.167
```

Results
Energy above the lowest of the compared OMol25 structures with the same formula, charge and spin in kcal per mole: 3.02
Structure (SMILES): Cc1cc[nH]c1C
E_tot in eV: -7858.029
Frontier orbital gap in eV: 8.83

Atomic partial charges in e from the Löwdin method, atoms 1 to 2: -0.029 -0.298